65
Properties=species:S:1:pos:R:3:mulliken_charge:R:1 method="wB97M-V/def2-TZVPD" gap_ev="6.02 / 7.52" de_lowest_ev=0.000 total_charge=-2 spin_multiplicity=2 e_tot_ha=-3463.2190 e_lumo_ev="4.03 / 4.03" s_squared=0.755
C -0.38 -3.90 1.67 -0.3474
H 1.49 2.35 4.29 0.3239
H 0.58 -1.44 6.57 0.4131
H 2.71 3.21 -0.20 0.4138
C -0.42 2.54 -3.19 -0.0341
O 2.29 -0.13 7.95 -0.5831
H 2.57 3.21 2.23 0.3264
C 0.50 3.17 -4.01 0.3366
C -0.25 5.30 -3.29 -0.3987
O 2.53 1.03 5.98 -0.4669
C 0.28 -3.53 -4.57 -0.5228
C -0.26 1.67 3.25 -0.0541
C 1.59 2.75 2.17 -1.0268
H -2.49 -3.29 -0.92 0.3104
C -1.03 -4.05 0.46 0.1541
H -2.04 -1.17 2.80 0.5513
Hg 1.81 -0.72 1.05 0.0522
C -1.77 -1.98 2.13 -0.4316
S -1.04 1.03 4.71 1.2973
S -0.59 -5.47 -0.55 0.2972
H -1.11 -6.28 -3.17 0.3349
H 1.50 2.34 -1.14 0.1377
C 0.97 2.61 0.93 0.5579
H 1.34 5.01 -4.73 0.4052
C 1.63 3.07 -0.34 -1.0961
C -0.28 1.03 -3.27 0.3742
C -2.03 -3.18 0.06 -0.2936
O 1.12 1.93 -6.25 -0.6820
N -0.15 -0.27 5.05 -0.1073
C -1.18 4.68 -2.47 -0.6714
C 0.99 2.28 3.33 -0.3705
O 2.80 1.97 -4.46 -0.6645
H -3.15 -1.44 0.58 0.3819
C 2.11 0.33 6.85 0.6600
C 0.26 -0.43 6.31 -0.9090
C -0.61 -5.32 -3.25 -0.4025
C -1.28 3.29 -2.41 -0.3533
C -0.34 -4.77 -4.49 -0.4544
S 1.41 1.89 -4.83 1.0734
H 0.42 -4.58 1.93 0.4762
C 0.61 4.54 -4.08 -0.6286
O -2.36 0.60 4.30 -0.7388
C -0.28 2.00 0.88 0.1752
C -2.40 -2.14 0.90 -0.5019
H -0.63 -5.30 -5.40 0.3472
H -0.19 6.38 -3.32 0.3605
C 0.63 -2.84 -3.42 -0.3670
C -0.90 1.54 2.03 -0.4422
C -0.25 -4.63 -2.10 0.2071
O -0.97 2.04 5.75 -0.7499
H -0.24 -2.66 3.44 0.4741
H 0.62 -2.85 -1.28 0.3674
H -2.00 2.79 -1.78 0.4325
H 1.21 4.02 -0.69 0.2133
C -0.76 -2.85 2.51 -0.6108
H 0.47 -3.08 -5.54 0.4087
H 1.06 -1.85 -3.49 0.4598
C 0.37 -3.40 -2.18 -0.2552
H -1.87 1.07 1.98 0.5096
H -0.76 1.83 -0.08 0.0866
S -1.23 0.04 -2.32 -0.2759
H -0.20 0.14 7.12 0.3583
O 0.69 -6.02 -0.01 -0.6624
H -1.84 5.28 -1.86 0.3599
N 0.67 0.64 -4.11 -0.5351